FH20O10 | the ωB97M-V functional and the def2-TZVPD basis

Last column: Löwdin charge in e.
CARTESIAN COORDINATES (ANGSTROEM)
1 F -1.158 -9.316 -6.874  -0.42
2 O -3.370 -6.571 -7.084  -0.05
3 H -2.427 -6.651 -7.086  -0.04
4 H -3.592 -6.554 -8.024  0.05
5 O -3.802 -11.815 -7.140  -0.05
6 H -3.516 -12.070 -8.003  0.01
7 H -3.654 -10.872 -7.029  -0.01
8 O -0.815 -11.792 -7.442  -0.11
9 H -1.650 -12.254 -7.539  -0.02
10 H -0.904 -10.800 -7.223  0.00
11 O -3.619 -9.334 -6.116  -0.09
12 H -2.702 -9.187 -6.422  0.01
13 H -3.870 -8.380 -6.039  0.08
14 O -1.664 -8.962 -9.456  -0.07
15 H -1.710 -7.995 -9.550  0.02
16 H -1.351 -9.132 -8.554  -0.02
17 O -1.439 -7.504 -4.592  -0.04
18 H -1.116 -8.045 -5.307  -0.03
19 H -0.611 -7.320 -4.134  0.05
20 O 1.420 -9.336 -7.163  -0.06
21 H 1.842 -8.540 -6.915  -0.01
22 H 0.465 -9.233 -6.939  -0.02
23 O -0.663 -6.864 -7.346  -0.05
24 H -0.476 -6.727 -8.272  0.05
25 H -0.852 -7.804 -7.310  -0.04
26 O -2.936 -10.782 -4.111  -0.04
27 H -3.143 -10.268 -4.864  -0.06
28 H -3.288 -10.335 -3.354  0.03
29 O -0.234 -10.233 -4.133  -0.06
30 H -0.490 -9.853 -3.291  0.02
31 H -0.955 -9.917 -4.669  -0.03

Calculated values
Charge   -1
Energy relative to the best compared isomer or geometry (same formula, charge and spin)   7.8 kcal per mole
Gap between HOMO and LUMO   0.349 Ha

C4H7ClNOP | the ωB97M-V functional and the def2-TZVPD basis

Last column: Löwdin charge in e.
CARTESIAN COORDINATES (ANGSTROEM)
1 C -1.094 1.200 -1.395  -0.20
2 C -1.664 2.484 -1.616  -0.15
3 C 0.769 -0.259 1.334  -0.12
4 C 0.069 -0.295 0.002  -0.33
5 N -0.372 0.977 -0.379  -0.06
6 O -1.193 3.554 -0.979  -0.50
7 P -0.157 4.220 0.012  0.51
8 Cl 1.472 3.089 0.268  0.17
9 H -1.316 0.490 -2.208  0.12
10 H -2.522 2.616 -2.285  0.12
11 H 1.776 -0.521 1.145  0.05
12 H 0.750 0.788 1.683  0.04
13 H 0.346 -0.897 2.111  0.07
14 H 0.497 -0.839 -0.907  0.13
15 H -0.847 -1.015 0.286  0.15

Calculated values
Charge   0
Energy relative to the best compared isomer or geometry (same formula, charge and spin)   64.4 kcal per mole
Gap between HOMO and LUMO (alpha / beta)   0.257 / 0.273 Ha

C11H23N2O6P | the ωB97M-V functional and the def2-TZVPD basis

Last column: Löwdin charge in e.
CARTESIAN COORDINATES (ANGSTROEM)
1 H -5.786 -0.511 0.214  0.04
2 N -5.079 -0.492 -0.537  0.11
3 C -4.026 0.143 -0.060  -0.33
4 C -4.074 0.642 1.455  -0.06
5 C -2.742 0.336 -1.017  -0.09
6 N -2.626 -0.773 -2.005  -0.08
7 O -1.824 -0.445 -3.080  -0.03
8 C -2.046 -1.975 -1.421  -0.40
9 O -2.362 -2.452 -0.300  0.08
10 O -1.048 -2.666 -2.155  -0.05
11 C 0.242 -2.592 -1.498  -0.16
12 C 0.467 -1.266 -0.643  -0.21
13 C 2.009 -1.070 -0.161  -0.20
14 P 2.084 0.607 0.680  0.72
15 O 0.650 1.189 0.746  -0.35
16 O 2.694 0.617 2.259  -0.24
17 C 2.805 -0.701 2.850  -0.29
18 C 1.396 -1.381 3.226  -0.08
19 O 3.030 1.623 -0.337  -0.26
20 C 2.227 2.725 -0.847  -0.31
21 C 3.114 3.743 -1.740  -0.09
22 H -5.045 0.334 1.990  0.08
23 H -3.906 1.760 1.587  0.08
24 H -3.238 0.096 2.033  0.09
25 H -2.901 1.350 -1.545  0.14
26 H -1.773 0.472 -0.403  0.12
27 H -1.820 0.519 -3.247  0.12
28 H 0.382 -3.532 -0.844  0.14
29 H 1.027 -2.635 -2.341  0.14
30 H 0.214 -0.353 -1.297  0.12
31 H -0.145 -1.230 0.329  0.10
32 H 2.346 -1.958 0.461  0.09
33 H 2.668 -1.078 -1.107  0.11
34 H 3.439 -1.427 2.240  0.11
35 H 3.363 -0.572 3.850  0.13
36 H 1.655 -2.458 3.550  0.09
37 H 0.872 -0.875 4.102  0.09
38 H 0.685 -1.475 2.343  0.06
39 H 1.780 3.372 -0.008  0.12
40 H 1.393 2.356 -1.542  0.12
41 H 3.548 3.236 -2.663  0.08
42 H 2.423 4.604 -2.049  0.08
43 H 3.929 4.193 -1.070  0.08

Calculated values
Charge   0
Energy relative to the best compared isomer or geometry (same formula, charge and spin)   69.0 kcal per mole
Gap between HOMO and LUMO   0.355 Ha

C14H12AsMoN5O7S4 | the ωB97M-V functional and the def2-TZVPD basis

Last column: Mulliken spin population.
CARTESIAN COORDINATES (ANGSTROEM)
1 Mo -0.527 -0.334 -0.052  1.94
2 N -0.133 1.763 1.072  -0.01
3 C -1.057 2.881 0.780  0.00
4 C -1.193 3.111 -0.724  0.00
5 C -2.043 2.030 -1.349  0.01
6 O -3.025 2.262 -2.009  0.04
7 O -1.601 0.838 -1.036  0.01
8 H -0.136 1.564 2.066  0.00
9 H 0.821 2.026 0.846  0.00
10 H -0.712 3.799 1.258  0.00
11 H -2.030 2.631 1.199  0.00
12 H -0.201 3.078 -1.184  0.00
13 H -1.653 4.072 -0.935  0.00
14 S -4.373 -3.404 0.159  0.04
15 As -2.438 -2.820 0.717  0.03
16 S -2.364 -0.716 1.494  -0.01
17 S -1.058 -2.396 -1.015  -0.10
18 S -1.561 -4.178 2.101  0.02
19 N 1.455 -2.645 2.483  0.02
20 C 1.483 -1.375 2.150  0.00
21 O 0.690 -0.990 1.238  -0.02
22 C 2.382 -0.471 2.774  0.01
23 C 2.579 0.846 2.271  0.00
24 N 2.726 1.924 1.876  0.00
25 C 3.106 -0.864 3.935  0.00
26 N 3.693 -1.180 4.883  0.01
27 H 0.597 -3.202 2.264  0.00
28 H 2.015 -2.942 3.265  0.00
29 O 0.524 -0.050 -3.187  0.01
30 C 1.456 -0.013 -2.399  0.01
31 O 1.427 0.011 -1.106  -0.01
32 C 2.865 0.015 -2.977  0.00
33 C 3.028 -0.178 -4.341  0.00
34 C 4.294 -0.130 -4.913  0.00
35 C 5.402 0.121 -4.122  0.00
36 C 5.223 0.299 -2.766  0.00
37 C 3.973 0.242 -2.177  0.00
38 N 6.416 0.563 -1.925  0.00
39 O 6.268 0.629 -0.742  0.00
40 O 7.482 0.698 -2.476  0.00
41 H 2.136 -0.357 -4.928  0.00
42 H 4.417 -0.286 -5.977  0.00
43 H 6.399 0.177 -4.534  0.00
44 H 3.857 0.383 -1.109  0.00

Calculated values
Charge   -2
Energy relative to the best compared isomer or geometry (same formula, charge and spin)   20.5 kcal per mole
Spin multiplicity   3
Gap between HOMO and LUMO (alpha / beta)   0.209 / 0.211 Ha

CH4BNO2 | the ωB97M-V functional and the def2-TZVPD basis

Last column: Löwdin charge in e.
CARTESIAN COORDINATES (ANGSTROEM)
1 C 1.378 0.676 -0.063  -0.02
2 B -0.044 -0.052 0.155  -0.22
3 O -1.335 0.344 -0.185  -0.01
4 N -2.516 -0.380 -0.001  0.00
5 O -2.361 -1.547 -0.116  0.05
6 H 2.035 -0.162 0.107  0.05
7 H 1.463 1.406 0.691  0.05
8 H 1.575 0.923 -1.053  0.04
9 H -0.195 -1.209 0.465  0.08

Calculated values
Charge   0
Energy relative to the best compared isomer or geometry (same formula, charge and spin)   16.3 kcal per mole
Gap between HOMO and LUMO   0.388 Ha

C6H14N2O2 | the ωB97M-V functional and the def2-TZVPD basis

Last column: Löwdin charge in e.
CARTESIAN COORDINATES (ANGSTROEM)
1 C 0.827 1.777 -2.086  -0.07
2 N 1.469 1.120 -0.955  0.00
3 C 2.173 -0.061 -1.138  -0.54
4 C 2.607 -0.716 0.205  0.02
5 O 2.499 -0.421 -2.241  0.05
6 H 0.868 2.863 -1.983  0.08
7 H 1.445 1.596 -2.964  0.08
8 H -0.184 1.430 -2.212  0.06
9 H 1.023 1.201 -0.056  0.08
10 H 1.805 -0.612 0.926  0.05
11 H 2.738 -1.746 -0.101  0.07
12 H 3.580 -0.269 0.395  0.08
13 C -0.990 -1.737 2.199  -0.08
14 N -1.824 -1.118 1.160  -0.01
15 C -1.583 0.216 0.839  -0.52
16 C -2.601 0.668 -0.207  0.00
17 O -0.654 0.814 1.343  0.04
18 H -0.076 -1.203 2.430  0.07
19 H -1.533 -1.567 3.149  0.08
20 H -1.001 -2.822 2.176  0.08
21 H -2.224 -1.808 0.553  0.13
22 H -2.228 0.391 -1.202  0.08
23 H -3.536 0.258 0.145  0.08
24 H -2.599 1.747 -0.373  0.08

Calculated values
Charge   0
Energy relative to the best compared isomer or geometry (same formula, charge and spin)   27.9 kcal per mole
Gap between HOMO and LUMO   0.364 Ha

The lowest charge belongs to which entry?
C14H12AsMoN5O7S4

The highest energy relative to the best compared isomer or geometry (same formula, charge and spin) belongs to which entry?
C11H23N2O6P

Which of these has the lowest charge?
C14H12AsMoN5O7S4